No. 1
Here is H20NeO10 as an isolated structure at a distorted geometry from the OMol25 dataset. Energies are from ωB97M-V with the def2-TZVPD basis set.

Results
LUMO energy: 0.28 eV
E_HOMO: -10.66 eV
DFT total energy: -24309.37353 eV
ΔE to the lowest compared entry with this formula, charge and spin: 1.7 kcal/mol
HOMO-LUMO gap: 10.9 eV
Charge: 0

Last column: Löwdin charge in e.
Element x y z (Å)
1 Ne 1.8161 -4.1085 -1.2110  0.06
2 O -0.6359 -4.2426 -3.6458  -0.03
3 H -1.5730 -4.2497 -3.8409  0.08
4 H -0.2122 -4.2326 -4.5040  0.08
5 O 3.1082 -3.2176 2.6394  -0.05
6 H 2.3318 -2.9019 2.1771  -0.01
7 H 3.8171 -2.6532 2.3312  0.04
8 O -0.5262 -7.0739 -2.6054  -0.06
9 H -0.4889 -6.1540 -2.8677  -0.02
10 H -0.9381 -7.0606 -1.7415  0.03
11 O 4.4803 -2.5714 -1.1196  -0.04
12 H 5.4194 -2.6123 -1.3003  0.06
13 H 4.2715 -3.4252 -0.7405  -0.01
14 O 1.1164 -1.9159 0.9852  -0.03
15 H 1.4252 -1.2302 0.3931  0.01
16 H 0.4076 -1.5046 1.4798  0.06
17 O 4.0108 -5.0118 0.4148  -0.06
18 H 3.4464 -5.7837 0.4564  0.00
19 H 3.7381 -4.4747 1.1587  0.00
20 O -0.8955 -3.5717 -1.0876  -0.07
21 H -0.0440 -3.4911 -0.6578  -0.02
22 H -0.6861 -3.7858 -1.9968  -0.05
23 O 1.9970 -7.0146 0.9326  -0.03
24 H 1.5206 -7.2930 0.1505  0.04
25 H 2.4362 -7.8072 1.2409  0.05
26 O 2.3605 -0.4544 -1.3491  -0.04
27 H 2.8228 0.2989 -1.7166  0.05
28 H 3.0316 -1.1323 -1.2694  -0.01
29 O 3.9372 -1.8733 -4.3671  -0.05
30 H 4.6645 -2.4126 -4.6778  0.03
31 H 3.6853 -2.2681 -3.5322  0.00

Cartesian forces, eV/Å:
0.19 -0.05 -0.10
0.04 -0.33 -0.32
-0.42 0.04 -0.04
0.31 0.08 -0.21
0.50 -0.62 0.21
-0.55 0.40 -0.40
0.16 0.32 0.03
0.14 -0.48 0.01
0.05 0.49 -0.13
-0.17 0.03 0.20
-0.13 0.64 -0.36
0.22 0.11 -0.05
-0.27 -0.90 0.40
-0.01 -0.46 0.30
0.28 0.42 -0.57
-0.28 0.02 0.12
0.75 0.38 -0.64
-0.47 -0.37 0.03
-0.28 0.22 0.72
-0.43 -0.03 0.57
0.02 0.22 0.30
0.21 0.12 -0.21
0.13 0.21 0.04
-0.22 -0.03 -0.32
0.12 -0.25 0.19
-0.50 0.07 0.23
0.03 0.21 -0.08
0.57 -0.48 0.00
-0.08 0.21 -0.23
0.17 -0.11 -0.10
-0.07 -0.09 0.42



No. 2
Here is a 10-piece molecular cluster, H20O10 overall at a distorted geometry from the OMol25 dataset. Energies are from ωB97M-V with the def2-TZVPD basis set.

Results
LUMO energy (alpha / beta): 2.44 / 2.40 eV
E_HOMO (alpha / beta): 0.02 / -7.68 eV
DFT total energy: -20799.77538 eV
Spin multiplicity: 2
ΔE to the lowest compared entry with this formula, charge and spin: 14.2 kcal/mol
HOMO-LUMO gap (alpha / beta): 2.4 / 10.1 eV
Charge: -1

Last column: Löwdin charge in e.
Element x y z (Å)
1 O -2.4261 1.7765 -0.4114  -0.07
2 H -2.9990 2.4090 -0.8450  0.05
3 H -2.4015 1.0274 -1.0068  -0.03
4 O -2.2720 -0.0587 -2.3217  -0.03
5 H -2.3505 -1.0072 -2.2192  0.07
6 H -2.1114 0.0692 -3.2566  0.06
7 O 1.9724 2.2503 -0.6609  -0.07
8 H 1.2979 2.7192 -1.1521  0.02
9 H 1.8580 1.3335 -0.9113  -0.02
10 O 0.8887 -1.9826 1.8652  -0.24
11 H 1.0760 -2.4220 2.6947  -0.02
12 H 1.7043 -1.5344 1.6414  -0.02
13 O -0.2334 -3.6188 -0.1304  -0.12
14 H 0.0629 -3.0050 0.5417  -0.05
15 H 0.3564 -4.3682 -0.0477  0.00
16 O -1.7738 3.5007 1.7927  -0.07
17 H -1.6026 2.8395 1.1220  -0.02
18 H -1.8287 4.3248 1.3087  0.02
19 O 1.5101 -0.1394 -2.8492  -0.10
20 H 0.8099 0.2596 -2.3327  -0.02
21 H 2.0137 -0.6509 -2.2160  -0.04
22 O -0.0403 -0.0740 0.0073  -0.07
23 H 0.1095 -0.2268 0.9402  -0.02
24 H -0.6911 0.6275 -0.0196  -0.01
25 O 2.5726 -1.4807 -0.8171  -0.13
26 H 2.0839 -2.1177 -0.2958  0.00
27 H 3.4086 -1.3877 -0.3602  0.03
28 O -0.0705 0.5469 3.1418  -0.11
29 H -0.7460 0.7864 3.7763  0.03
30 H -0.1779 -0.3967 3.0216  -0.02

Cartesian forces, eV/Å:
0.06 0.64 0.65
-0.12 0.16 0.01
0.02 -0.56 -0.58
-0.25 -0.07 -0.28
0.19 -0.37 0.29
0.17 0.14 -0.20
0.29 0.52 0.15
-0.14 0.05 -0.09
-0.04 -0.47 0.08
-1.21 0.18 -0.55
0.32 -0.60 0.89
1.03 0.43 -0.04
-0.54 -0.37 -0.82
0.22 0.47 0.61
0.20 -0.18 0.11
-0.11 0.37 0.46
0.01 -0.48 -0.27
0.05 0.17 -0.06
-0.30 0.71 -1.13
-0.27 -0.21 0.26
0.18 -0.52 0.59
-0.10 -0.07 -0.72
0.12 -0.04 0.38
-0.10 0.30 0.16
0.36 0.20 -0.30
-0.45 -0.44 0.17
0.40 0.03 0.25
0.05 0.41 -0.06
-0.21 0.20 0.12
0.18 -0.63 -0.06



No. 3
Here is a 10-piece molecular cluster, H20O10 overall at a distorted geometry from the OMol25 dataset. Energies are from ωB97M-V with the def2-TZVPD basis set.

Results
LUMO energy (alpha / beta): 2.84 / 2.68 eV
E_HOMO (alpha / beta): 0.03 / -7.68 eV
DFT total energy: -20799.48469 eV
Spin multiplicity: 2
ΔE to the lowest compared entry with this formula, charge and spin: 20.9 kcal/mol
HOMO-LUMO gap (alpha / beta): 2.8 / 10.4 eV
Charge: -1

Last column: Löwdin charge in e.
Element x y z (Å)
1 O -1.3881 -0.7567 2.3087  -0.12
2 H -2.1233 -0.5739 2.9020  0.02
3 H -1.3260 -0.0205 1.6812  -0.04
4 O 3.2937 0.5648 -1.7912  -0.08
5 H 2.4712 0.0659 -1.7065  0.00
6 H 3.0961 1.2224 -2.4656  0.02
7 O 1.9310 -3.1990 1.1579  -0.10
8 H 1.6403 -2.4866 0.5596  0.00
9 H 2.8388 -3.2608 0.8269  0.03
10 O 1.9654 3.4546 -1.2403  -0.10
11 H 2.0050 3.6552 -0.3023  0.00
12 H 1.4015 2.6798 -1.3340  0.00
13 O -2.8394 -2.7426 0.4196  -0.08
14 H -2.2972 -1.9668 0.3207  -0.03
15 H -2.7637 -3.0573 1.3146  0.01
16 O 1.3809 1.5453 1.5545  -0.14
17 H 1.0470 0.7179 1.9163  0.00
18 H 1.7506 2.1283 2.2217  0.01
19 O -2.1604 1.2193 -1.3604  -0.12
20 H -1.9740 2.1122 -1.0368  0.01
21 H -2.0509 0.7260 -0.5352  -0.02
22 O -1.2426 2.2523 1.7380  -0.16
23 H -0.5321 2.5798 1.1783  -0.03
24 H -0.9392 2.4015 2.6470  0.00
25 O 0.5512 -0.9411 -0.5215  -0.08
26 H -0.2345 -1.0599 0.0289  -0.01
27 H 0.1396 -1.0250 -1.3847  -0.01
28 O -1.3057 -1.5875 -2.5193  -0.06
29 H -1.8034 -0.8186 -2.8174  0.03
30 H -1.5227 -2.3993 -2.9777  0.05

Cartesian forces, eV/Å:
0.41 -0.68 -0.25
-0.11 0.36 -0.09
-0.23 0.56 0.40
-0.07 -0.22 -0.31
0.02 0.02 0.31
0.07 0.14 0.12
0.60 0.45 -0.80
-0.65 0.00 0.29
-0.01 -0.37 0.44
0.08 0.37 -0.60
-0.13 -0.31 0.18
-0.01 -0.07 0.43
-0.84 -0.75 -0.92
0.35 0.39 0.39
0.37 0.24 0.48
0.37 0.31 -1.17
0.06 0.09 0.51
-0.06 -0.35 0.60
0.03 0.07 0.07
-0.02 0.14 -0.22
-0.03 -0.25 0.06
-1.05 -0.06 -0.05
0.48 -0.06 -0.03
0.13 0.00 0.00
0.18 -0.08 0.34
0.19 0.05 0.44
-0.09 -0.19 -0.65
0.60 0.24 0.47
-0.27 -0.23 -0.19
-0.39 0.20 -0.24



No. 4
Here is a 10-piece molecular cluster, H20O10 overall at a distorted geometry from the OMol25 dataset. Energies are from ωB97M-V with the def2-TZVPD basis set.

Results
LUMO energy: -0.74 eV
E_HOMO: -9.63 eV
DFT total energy: -20794.63220 eV
SMILES string: O.O.O.O.O.O.O.O.O.O
ΔE to the lowest compared entry with this formula, charge and spin: 184.0 kcal/mol
HOMO-LUMO gap: 8.9 eV
Charge: 0

Last column: Löwdin charge in e.
Element x y z (Å)
1 O 0.0154 0.0288 1.1595  -0.05
2 H -0.8642 -0.4757 1.0295  0.06
3 H 0.0252 0.7073 0.5320  -0.04
4 O -1.0854 2.6988 -2.8368  -0.12
5 H -0.1710 2.2308 -2.9686  0.09
6 H -1.4707 2.4065 -1.9636  0.00
7 O -1.1998 4.1246 1.8096  -0.01
8 H -1.0208 4.6703 1.0231  0.06
9 H -1.7839 3.4494 1.6659  -0.04
10 O -2.0363 -2.2391 -0.7520  -0.02
11 H -1.6522 -1.7572 -1.4744  0.02
12 H -1.2918 -2.3235 -0.1485  0.02
13 O 3.8745 -2.5055 2.6257  -0.08
14 H 3.6357 -2.6729 3.6003  0.08
15 H 3.0549 -2.8135 2.2721  -0.01
16 O 1.9532 2.8246 -0.1087  0.00
17 H 0.9930 2.6750 -0.0660  0.02
18 H 2.2959 2.5472 -0.8883  -0.03
19 O 0.4931 -3.2210 -2.8385  -0.11
20 H -0.2066 -2.9799 -2.2639  -0.01
21 H 0.2739 -2.9384 -3.8043  0.11
22 O -1.3542 1.8925 -0.1174  -0.03
23 H -1.9453 1.5141 0.4719  0.04
24 H -1.5729 2.8213 -0.2269  0.05
25 O 1.1126 -2.2273 -1.4932  -0.08
26 H 1.1467 -1.9563 -0.5835  0.04
27 H 0.7607 -1.4776 -1.8790  0.03
28 O -0.8186 -1.8614 3.0455  -0.08
29 H -1.1422 -1.0228 2.7089  0.00
30 H -0.0188 -2.1190 2.4697  0.07

Cartesian forces, eV/Å:
-1.93 -3.41 1.42
2.18 1.39 -0.13
-0.06 1.65 -1.52
1.79 -1.29 0.59
-2.79 1.25 0.72
1.05 -0.14 -1.73
2.71 3.16 0.61
-0.43 -0.58 0.46
-2.25 -2.26 -0.82
-0.04 -0.05 0.56
-0.01 0.47 -0.70
-0.01 -0.34 0.19
-0.26 -0.32 2.98
1.09 0.59 -1.87
-0.80 -0.28 -1.10
-2.05 1.40 4.11
0.72 0.03 -0.33
1.28 -1.40 -3.77
-2.12 -3.63 -9.88
-1.31 -0.36 -0.16
-0.10 -1.27 2.23
1.74 1.18 -2.21
-1.95 -1.00 1.77
-0.10 0.11 0.32
3.58 2.07 7.65
0.75 0.72 1.68
-0.70 2.44 -1.53
1.55 -1.21 -1.20
0.36 0.09 0.25
-1.91 0.97 1.41